C17H29GeKN2O2SSe as an isolated structure in a non-equilibrium geometry, computed with ωB97M-V/def2-TZVPD.

Highest occupied orbital energy, eV: -7.10

XYZ file:
```
54
Properties=species:S:1:pos:R:3:forces:R:3
K 0.247 -0.281 0.604 2.1 -1.1 -3.0
C -0.089 2.542 4.083 0.0 -0.1 -0.1
C -0.561 1.570 3.013 0.2 0.3 0.2
O 0.247 1.261 2.131 -0.3 1.6 1.9
C -1.935 1.104 3.049 -0.2 -0.2 -0.1
C -2.873 1.792 3.852 0.0 0.0 0.0
C -4.217 1.533 3.801 -0.1 0.0 0.1
C -4.686 0.555 2.908 0.1 0.1 0.0
C -3.810 -0.170 2.149 -0.1 -0.1 0.0
C -2.390 0.011 2.219 -0.2 0.1 0.2
O -1.614 -0.778 1.592 -1.8 -0.4 1.0
H 0.987 2.661 3.981 0.0 0.0 0.0
H -0.331 2.182 5.082 0.0 0.1 0.0
H -0.564 3.513 3.938 0.0 0.0 0.0
H -2.527 2.575 4.513 0.0 0.0 0.0
H -4.910 2.087 4.422 0.0 0.0 0.0
H -5.752 0.379 2.825 0.0 -0.1 0.0
H -4.168 -0.932 1.465 0.0 0.0 0.0
C 2.606 4.069 -2.492 0.0 -0.1 -0.1
Ge 2.977 2.649 -3.794 -0.1 0.0 0.0
C 4.448 1.516 -3.144 -0.2 0.1 -0.1
C 3.408 3.401 -5.566 0.0 -0.1 0.2
C 1.291 1.624 -4.042 0.2 0.0 0.1
Se 0.685 0.538 -2.535 0.1 0.1 -0.1
C 1.921 -0.961 -2.714 -0.1 0.1 -0.2
H 3.499 4.664 -2.299 0.0 0.0 0.0
H 2.270 3.632 -1.552 0.0 0.0 0.0
H 1.824 4.733 -2.864 0.0 0.0 0.0
H 5.338 2.127 -2.989 0.0 0.0 0.0
H 4.695 0.731 -3.858 0.0 0.0 0.0
H 4.178 1.059 -2.192 0.0 0.0 0.0
H 4.311 4.012 -5.519 0.0 0.0 0.0
H 2.590 4.028 -5.921 0.0 0.0 0.0
H 3.572 2.606 -6.294 0.0 0.0 0.0
H 1.325 0.978 -4.919 0.0 0.0 0.0
H 0.489 2.347 -4.198 0.0 0.0 -0.1
H 2.844 -0.599 -3.158 0.0 0.0 0.1
H 1.478 -1.728 -3.343 0.0 0.0 0.0
H 2.118 -1.370 -1.727 0.0 -0.1 0.0
S 1.671 -2.984 0.653 0.5 -0.1 0.0
C 0.197 -3.703 1.026 -0.2 -0.2 0.0
N -0.543 -4.281 0.063 -0.2 0.0 0.2
C -1.909 -4.754 0.256 -0.1 0.0 0.1
C -2.523 -4.009 1.430 0.1 0.0 0.0
C -1.614 -4.176 2.635 -0.1 -0.1 0.0
N -0.265 -3.749 2.282 -0.2 0.0 -0.1
H -0.146 -4.253 -0.858 0.1 0.1 0.0
H -1.916 -5.833 0.440 0.0 0.0 0.0
H -2.475 -4.566 -0.657 0.0 0.0 0.0
H -3.519 -4.393 1.647 0.0 0.0 0.0
H -2.584 -2.944 1.197 -0.1 0.0 0.0
H -1.600 -5.220 2.966 0.0 0.0 0.0
H -1.968 -3.561 3.461 0.1 0.0 0.0
H 0.276 -3.235 2.954 0.1 0.1 0.0
```
Forces are in eV/Å.

C17H29InN2O3 as an isolated structure in a non-equilibrium geometry, computed with ωB97M-V/def2-TZVPD.

Highest occupied orbital energy, eV: -7.24

XYZ file:
```
52
Properties=species:S:1:pos:R:3:forces:R:3
C -1.997 -0.779 -3.467 0.8 1.5 -0.5
C -0.661 -0.863 -4.335 2.3 -0.2 -2.2
C -0.737 -0.627 -5.874 2.8 -0.6 0.9
C 0.494 -0.654 -6.824 0.5 -0.6 4.7
C 1.889 -0.919 -6.151 -2.4 -0.2 2.5
C 2.012 -1.182 -4.626 -3.2 0.7 -2.3
C 0.729 -1.162 -3.700 0.9 0.2 -1.7
C 0.989 -1.450 -2.155 1.0 1.6 -1.8
In -0.390 -3.119 -1.359 -0.8 0.3 1.2
O -0.776 -4.554 -2.857 1.0 0.8 1.0
N 0.359 -5.052 -3.369 -2.8 -0.8 -2.0
O 0.037 -5.670 -4.369 1.9 0.3 1.0
H -2.758 -1.601 -3.680 1.3 0.9 0.5
H -1.706 -0.681 -2.366 -0.7 -0.5 -1.7
H -2.496 0.231 -3.744 0.7 -1.6 0.3
H -1.765 -0.433 -6.322 1.5 -0.3 0.7
H 0.412 -0.479 -7.944 0.0 -0.3 1.8
H 2.858 -0.938 -6.752 -1.6 0.1 0.8
H 3.051 -1.377 -4.167 -2.0 0.3 -0.8
H 2.082 -1.783 -1.963 -1.8 0.4 -0.6
H 0.862 -0.475 -1.541 -0.4 -1.5 -0.6
H 0.203 -3.802 0.187 0.2 0.1 -0.5
H -2.005 -2.366 -0.981 0.5 -0.3 -0.2
C -0.989 3.276 3.184 0.3 0.0 0.2
C -1.135 1.871 2.543 -1.8 2.8 0.1
C -1.681 0.886 3.599 0.5 -0.7 0.3
C -0.654 0.555 4.676 0.1 0.1 -0.1
C 0.642 0.043 4.054 -1.0 -0.2 0.0
C 1.210 0.932 2.924 3.1 0.8 0.7
N 0.167 1.413 1.965 -2.5 -6.7 -1.2
O -0.098 0.411 1.120 1.3 3.7 1.5
C 1.957 2.154 3.507 -0.2 0.4 0.4
C 2.344 0.126 2.229 -0.7 -0.3 -0.6
C -2.218 2.091 1.452 0.4 -0.7 -0.4
H -1.970 3.726 3.354 0.0 -0.3 -0.2
H -0.511 3.262 4.162 0.1 0.0 -0.1
H -0.432 3.952 2.531 0.0 -0.1 0.1
H -1.999 -0.045 3.117 0.1 0.1 -0.2
H -2.575 1.302 4.075 0.1 0.3 -0.3
H -0.451 1.426 5.305 -0.1 0.0 0.0
H -1.061 -0.213 5.341 0.1 0.1 0.0
H 1.390 -0.075 4.844 0.2 0.2 -0.3
H 0.450 -0.964 3.666 0.1 0.1 -0.2
H 2.278 2.840 2.719 -0.1 -0.1 0.0
H 2.856 1.840 4.044 -0.1 -0.2 -0.2
H 1.374 2.712 4.237 -0.1 0.0 -0.1
H 2.004 -0.849 1.866 -0.1 0.3 -0.1
H 3.159 -0.079 2.929 -0.3 0.3 0.1
H 2.768 0.678 1.384 -0.1 0.0 0.1
H -1.877 2.813 0.705 0.0 -0.1 0.1
H -3.138 2.483 1.894 0.3 0.0 0.2
H -2.498 1.169 0.937 0.2 0.1 0.0
```
Forces are in eV/Å.

C17H29LiN3NbOSe as an isolated structure in a non-equilibrium geometry, computed with ωB97M-V/def2-TZVPD.

Total charge: +2
Highest occupied orbital energy (alpha / beta), eV: -14.29 / -14.29

XYZ file:
```
53
Properties=species:S:1:pos:R:3:forces:R:3
N -1.744 0.438 -0.547 -4.3 4.7 -1.9
C -2.693 1.070 -1.244 0.3 -9.6 -1.7
O -3.484 0.518 -2.058 2.2 4.8 2.9
Li -2.184 -1.296 -2.103 -0.2 0.3 0.0
Nb 0.000 0.000 0.000 3.4 -1.7 0.6
N 1.034 -0.363 -1.713 -0.9 0.5 1.7
N 0.018 -1.738 1.008 -0.1 1.8 -0.7
C 1.200 0.654 -2.791 -0.1 0.6 -0.5
C -0.882 -2.484 1.923 -0.7 -0.5 0.5
C 0.280 0.305 -3.985 0.1 -0.3 0.0
C 2.669 0.728 -3.257 0.1 -0.2 0.1
C 0.787 2.029 -2.235 0.3 0.1 -0.1
C -0.579 -3.998 1.855 0.2 0.0 -0.1
C -0.708 -1.975 3.372 0.3 0.1 0.0
C -2.339 -2.258 1.489 0.2 0.1 -0.2
H 0.452 -0.729 -4.335 -0.1 0.5 0.1
H 0.460 0.980 -4.839 -0.1 -0.3 0.4
H -0.780 0.421 -3.691 0.2 0.0 -0.1
H 3.336 0.903 -2.394 -0.2 0.0 -0.4
H 2.798 1.564 -3.967 -0.1 -0.4 0.3
H 2.993 -0.196 -3.766 -0.2 0.4 0.2
H -0.247 2.013 -1.844 0.3 0.1 -0.2
H 0.821 2.792 -3.032 -0.1 -0.4 0.3
H 1.470 2.347 -1.429 -0.3 -0.1 -0.4
H -0.624 -4.354 0.810 0.0 0.1 0.4
H -1.323 -4.559 2.446 0.3 0.3 -0.3
H 0.418 -4.237 2.262 -0.4 0.1 -0.1
H 0.343 -2.060 3.700 -0.5 0.0 -0.1
H -1.328 -2.562 4.073 0.3 0.2 -0.4
H -1.005 -0.917 3.440 0.1 -0.3 0.0
H -2.569 -1.180 1.441 -0.1 -0.3 0.1
H -3.033 -2.743 2.196 0.3 0.3 -0.3
H -2.507 -2.710 0.490 0.0 0.1 0.3
C 1.441 -2.075 1.105 0.7 0.1 0.3
H 2.035 -1.346 0.509 0.0 -0.2 0.3
H 1.835 -2.024 2.140 -0.4 0.0 -0.5
H 1.679 -3.070 0.679 -0.2 0.5 0.2
C 1.687 -1.651 -1.959 0.2 -0.8 -0.1
H 2.790 -1.601 -1.855 -0.6 0.1 0.0
H 1.310 -2.395 -1.238 0.2 0.3 -0.6
H 1.472 -2.038 -2.977 0.1 0.3 0.5
Se 1.028 2.022 1.331 0.0 -1.0 -0.6
C -0.552 2.901 1.950 -0.5 -0.1 0.1
C -0.704 3.108 3.327 -0.3 0.1 0.2
C -1.801 3.822 3.809 0.1 0.0 -0.4
C -2.749 4.332 2.916 0.3 -0.3 -0.1
C -2.597 4.126 1.539 0.5 -0.3 0.1
C -1.494 3.414 1.056 -0.4 0.2 0.4
H 0.039 2.733 4.021 0.0 0.0 -0.1
H -1.910 3.993 4.873 0.0 0.0 -0.1
H -3.596 4.895 3.290 0.0 0.0 0.0
H -3.325 4.530 0.850 0.0 0.0 0.0
H -1.365 3.282 -0.010 0.0 0.0 -0.1
```
Forces are in eV/Å.

C17H29N2O3PPt as an isolated structure in a non-equilibrium geometry, computed with ωB97M-V/def2-TZVPD.

Total charge: +4
Multiplicity: 5
Highest occupied orbital energy (alpha / beta), eV: -20.76 / -23.73

XYZ file:
```
53
Properties=species:S:1:pos:R:3:forces:R:3
Pt -0.090 0.139 0.937 0.1 0.3 -0.6
C -2.060 -0.042 0.653 -4.7 -0.2 1.1
O -3.193 0.093 0.735 3.1 -0.1 -0.6
C -0.246 2.005 1.524 -0.8 5.8 2.4
O -0.379 3.079 1.932 0.6 -4.3 -1.8
C 1.873 0.119 1.239 5.6 -0.2 2.4
O 2.964 0.256 1.584 -4.0 -0.3 -1.5
C -1.292 1.309 -2.190 -1.2 3.1 -2.5
P 0.137 0.517 -1.327 0.6 -1.9 -2.1
H 0.582 -1.082 -3.071 -0.2 0.2 0.1
H -2.147 0.657 -1.942 0.3 -0.9 0.4
C 1.612 1.324 -2.101 1.5 2.9 -1.9
H 1.352 1.381 -3.172 -0.4 -0.2 0.3
C -1.157 1.358 -3.723 0.5 -0.6 0.7
H -0.884 0.391 -4.164 -0.2 0.2 0.0
H -0.442 2.132 -4.041 -0.3 0.0 0.0
H -2.133 1.643 -4.147 0.0 0.0 0.0
C -1.619 2.710 -1.672 0.8 -0.6 0.6
H -0.907 3.458 -2.037 -0.3 0.1 0.0
C 1.110 -2.087 -1.257 0.2 0.2 0.3
H -1.666 2.753 -0.581 -0.1 0.1 -0.1
H -2.608 3.004 -2.052 -0.1 0.0 -0.1
C -1.242 -1.783 -2.160 -0.3 0.0 0.0
H 0.904 -1.955 -0.189 0.2 -0.2 -0.2
H 0.931 -3.140 -1.522 0.1 0.4 0.1
H 2.181 -1.878 -1.360 -0.3 0.0 -0.3
C 0.167 -1.166 -2.055 0.5 -0.4 -0.4
H -1.177 -2.881 -2.256 0.0 0.5 0.0
H -1.780 -1.405 -3.042 0.1 -0.1 0.3
H -1.833 -1.543 -1.256 0.0 -0.3 -0.3
C 2.914 0.526 -2.027 -0.4 -1.3 0.8
H 3.208 0.357 -0.989 0.4 -0.1 -0.2
H 3.709 1.115 -2.501 -0.2 0.3 0.0
H 2.857 -0.427 -2.559 0.1 0.2 0.1
C 1.835 2.771 -1.629 -0.7 -0.6 0.4
H 2.015 2.809 -0.547 0.1 0.1 -0.1
H 1.005 3.441 -1.886 0.3 0.0 0.0
H 2.735 3.162 -2.130 -0.2 0.0 0.0
H -0.287 -3.274 0.413 0.1 -0.2 0.7
H 0.077 -3.043 1.035 -0.3 -0.6 -0.4
N -1.642 -2.349 2.550 2.3 0.9 1.1
C -0.889 -1.684 3.495 -1.7 -1.2 -1.2
C -0.880 -2.195 4.824 0.2 0.3 0.6
C -0.316 -1.395 5.815 -0.2 -0.2 -0.2
C 0.233 -0.161 5.451 0.0 -0.2 1.1
C 0.276 0.223 4.117 -0.8 -0.9 -1.8
N -0.285 -0.533 3.150 0.5 0.9 1.1
H -1.416 -2.183 1.560 -0.5 -0.1 0.8
H -1.809 -3.327 2.755 -0.6 -0.2 0.1
H -1.344 -3.168 5.000 0.1 0.3 0.3
H -0.333 -1.716 6.849 0.1 0.0 0.1
H 0.639 0.532 6.179 0.0 -0.2 0.2
H 0.736 1.154 3.789 0.0 -0.2 0.3
```
Forces are in eV/Å.

Energy relative to the best compared isomer or geometry (same formula, charge and spin) (computed, kcal per mole): 25.2 113.0 58.4 18.2
E_tot (computed, eV): -174198.5140 -32381.7134 -91702.6888 -39706.1497